Here is 12 unconnected molecules or ions with the total composition C52H118N10O18 in a non-equilibrium geometry from the Open Molecules 2025 dataset. Energies are from wB97M-V/def2-TZVPD.

Last columns: bonded neighbours and bond lengths (Å).
Atoms and positions in Å:
1 C 7.016 -7.739 -4.106  C2 1.581, H7 1.090, H8 1.090, H9 1.090
2 C 5.732 -8.028 -3.230  C1 1.581, C3 1.613, N6 1.427, H10 1.090
3 C 4.944 -6.853 -2.454  C2 1.613, O4 1.400, H11 1.090, H12 1.090
4 O 3.600 -7.125 -2.169  C3 1.400, C5 1.399
5 C 3.018 -6.091 -1.426  O4 1.399, H13 1.090, H14 1.090, H15 1.090
6 N 4.729 -8.714 -3.979  C2 1.427, H16 1.010, H17 1.010
7 H 7.320 -8.473 -4.853  C1 1.090
8 H 7.858 -7.592 -3.430  C1 1.090
9 H 6.884 -6.847 -4.718  C1 1.090
10 H 6.068 -8.711 -2.450  C2 1.090
11 H 5.034 -6.022 -3.153  C3 1.090
12 H 5.561 -6.549 -1.608  C3 1.090
13 H 1.947 -6.287 -1.377  C5 1.090
14 H 3.112 -5.109 -1.888  C5 1.090
15 H 3.556 -6.055 -0.478  C5 1.090
16 H 3.888 -8.224 -3.711  N6 1.010
17 H 4.747 -8.401 -4.939  N6 1.010
18 C 0.495 8.889 5.474  C19 1.569, H24 1.090, H25 1.090, H26 1.090
19 C 1.876 8.302 5.014  C18 1.569, C20 1.560, N23 1.440, H27 1.090
20 C 2.142 8.653 3.517  C19 1.560, O21 1.420, H28 1.090, H29 1.090
21 O 3.498 8.488 3.129  C20 1.420, C22 1.467
22 C 3.673 8.203 1.701  O21 1.467, H30 1.090, H31 1.090, H32 1.090
23 N 2.932 8.676 5.920  C19 1.440, H33 1.010, H34 1.010
24 H 0.377 9.945 5.234  C18 1.090
25 H 0.451 8.823 6.561  C18 1.090
26 H -0.394 8.455 5.016  C18 1.090
27 H 1.596 7.252 5.100  C19 1.090
28 H 2.121 9.728 3.341  C20 1.090
29 H 1.431 8.224 2.811  C20 1.090
30 H 3.615 9.170 1.201  C22 1.090
31 H 2.844 7.700 1.202  C22 1.090
32 H 4.620 7.724 1.451  C22 1.090
33 H 3.280 9.588 5.661  N23 1.010
34 H 2.405 8.833 6.767  N23 1.010
35 C -6.586 -3.643 -6.806  C36 1.528, H41 1.090, H42 1.090, H43 1.090
36 C -5.558 -2.801 -7.560  C35 1.528, C37 1.573, N40 1.383, H44 1.090
37 C -4.802 -3.638 -8.657  C36 1.573, O38 1.446, H45 1.090, H46 1.090
38 O -3.856 -2.881 -9.446  C37 1.446, C39 1.343
39 C -3.657 -3.300 -10.707  O38 1.343, H47 1.090, H48 1.090, H49 1.090
40 N -6.074 -1.612 -8.039  C36 1.383, H50 1.010, H51 1.010
41 H -7.199 -4.254 -7.469  C35 1.090
42 H -7.327 -3.015 -6.310  C35 1.090
43 H -6.161 -4.298 -6.046  C35 1.090
44 H -4.884 -2.440 -6.783  C36 1.090
45 H -5.513 -4.159 -9.298  C37 1.090
46 H -4.218 -4.481 -8.290  C37 1.090
47 H -3.266 -4.315 -10.781  C39 1.090
48 H -2.908 -2.684 -11.203  C39 1.090
49 H -4.611 -3.188 -11.222  C39 1.090
50 H -5.320 -1.123 -8.500  N40 1.010
51 H -6.328 -1.134 -7.186  N40 1.010
52 C -8.939 7.052 2.354  C53 1.560, H58 1.090, H59 1.090, H60 1.090
53 C -8.287 5.773 1.743  C52 1.560, C54 1.560, N57 1.452, H61 1.090
54 C -7.035 5.287 2.536  C53 1.560, O55 1.398, H62 1.090, H63 1.090
55 O -6.087 6.315 2.516  C54 1.398, C56 1.396
56 C -4.812 5.943 2.089  O55 1.396, H64 1.090, H65 1.090, H66 1.090
57 N -9.396 4.836 1.797  C53 1.452, H67 1.010, H68 1.010
58 H -9.829 7.462 1.877  C52 1.090
59 H -8.149 7.773 2.142  C52 1.090
60 H -8.988 7.022 3.443  C52 1.090
61 H -8.133 6.102 0.715  C53 1.090
62 H -6.761 4.349 2.054  C54 1.090
63 H -7.297 5.140 3.583  C54 1.090
64 H -4.218 5.336 2.772  C56 1.090
65 H -4.103 6.742 1.869  C56 1.090
66 H -4.878 5.385 1.156  C56 1.090
67 H -9.783 4.761 2.727  N57 1.010
68 H -10.061 5.285 1.184  N57 1.010
69 C -3.278 -2.213 2.977  C70 1.548, H75 1.090, H76 1.090, H77 1.090
70 C -3.746 -2.657 4.384  C69 1.548, C71 1.532, N74 1.469, H78 1.090
71 C -4.071 -4.135 4.620  C70 1.532, O72 1.389, H79 1.090, H80 1.090
72 O -4.713 -4.397 5.823  C71 1.389, C73 1.373
73 C -6.040 -4.045 5.846  O72 1.373, H81 1.090, H82 1.090, H83 1.090
74 N -2.967 -2.245 5.560  C70 1.469, H84 1.010, H85 1.010
75 H -3.909 -2.645 2.200  C69 1.090
76 H -2.282 -2.532 2.671  C69 1.090
77 H -3.354 -1.129 2.889  C69 1.090
78 H -4.722 -2.172 4.395  C70 1.090
79 H -3.141 -4.701 4.551  C71 1.090
80 H -4.524 -4.638 3.765  C71 1.090
81 H -6.396 -4.434 6.800  C73 1.090
82 H -6.690 -4.429 5.060  C73 1.090
83 H -6.197 -2.968 5.895  C73 1.090
84 H -3.321 -2.701 6.388  N74 1.010
85 H -2.032 -2.615 5.466  N74 1.010
86 C 2.069 -3.102 -7.115  C87 1.553, H92 1.090, H93 1.090, H94 1.090
87 C 1.921 -4.370 -7.999  C86 1.553, C88 1.543, N91 1.493, H95 1.090
88 C 3.181 -5.246 -8.162  C87 1.543, O89 1.424, H96 1.090, H97 1.090
89 O 2.784 -6.470 -8.772  C88 1.424, C90 1.437
90 C 2.456 -6.395 -10.170  O89 1.437, H98 1.090, H99 1.090, H100 1.090
91 N 0.721 -5.099 -7.488  C87 1.493, H101 1.010, H102 1.010
92 H 1.097 -2.642 -6.935  C86 1.090
93 H 2.760 -2.477 -7.681  C86 1.090
94 H 2.469 -3.203 -6.106  C86 1.090
95 H 1.727 -4.005 -9.007  C87 1.090
96 H 3.780 -5.392 -7.264  C88 1.090
97 H 3.714 -4.642 -8.896  C88 1.090
98 H 2.099 -7.354 -10.546  C90 1.090
99 H 3.316 -6.164 -10.798  C90 1.090
100 H 1.688 -5.649 -10.374  C90 1.090
101 H 0.610 -5.959 -8.005  N91 1.010
102 H -0.169 -4.683 -7.720  N91 1.010
103 C 3.279 2.166 7.106  C104 1.476, H109 1.090, H110 1.090, H111 1.090
104 C 4.719 1.851 7.013  C103 1.476, C105 1.572, N108 1.424, H112 1.090
105 C 5.510 2.999 6.287  C104 1.572, O106 1.402, H113 1.090, H114 1.090
106 O 5.737 2.740 4.928  C105 1.402, C107 1.494
107 C 6.634 3.699 4.215  O106 1.494, H115 1.090, H116 1.090, H117 1.090
108 N 5.054 1.540 8.362  C104 1.424, H118 1.010, H119 1.010
109 H 2.986 2.214 6.057  C103 1.090
110 H 2.987 3.047 7.677  C103 1.090
111 H 2.777 1.252 7.423  C103 1.090
112 H 4.961 1.063 6.299  C104 1.090
113 H 6.471 3.082 6.795  C105 1.090
114 H 5.114 4.012 6.364  C105 1.090
115 H 6.290 4.732 4.268  C107 1.090
116 H 6.777 3.500 3.153  C107 1.090
117 H 7.574 3.691 4.769  C107 1.090
118 H 5.617 0.703 8.323  N108 1.010
119 H 4.192 1.297 8.829  N108 1.010
120 C -2.729 2.317 -8.135  C121 1.541, H126 1.090, H127 1.090, H128 1.090
121 C -3.421 3.691 -8.037  C120 1.541, C122 1.523, N125 1.470, H129 1.090
122 C -4.892 3.590 -7.655  C121 1.523, O123 1.405, H130 1.090, H131 1.090
123 O -4.908 3.140 -6.325  C122 1.405, C124 1.433
124 C -6.151 3.102 -5.613  O123 1.433, H132 1.090, H133 1.090, H134 1.090
125 N -2.745 4.673 -7.176  C121 1.470, H135 1.010, H136 1.010
126 H -3.217 1.657 -7.417  C120 1.090
127 H -1.680 2.372 -7.844  C120 1.090
128 H -2.880 1.916 -9.137  C120 1.090
129 H -3.363 4.129 -9.034  C121 1.090
130 H -5.309 2.879 -8.368  C122 1.090
131 H -5.499 4.474 -7.851  C122 1.090
132 H -5.993 2.933 -4.547  C124 1.090
133 H -6.903 2.416 -6.003  C124 1.090
134 H -6.742 4.018 -5.623  C124 1.090
135 H -2.888 4.355 -6.228  N125 1.010
136 H -1.748 4.688 -7.336  N125 1.010
137 C 2.308 -7.632 8.071  C138 1.516, H143 1.090, H144 1.090, H145 1.090
138 C 2.611 -6.164 7.840  C137 1.516, C139 1.498, N142 1.432, H146 1.090
139 C 1.613 -5.548 6.910  C138 1.498, O140 1.498, H147 1.090, H148 1.090
140 O 1.953 -4.150 6.495  C139 1.498, C141 1.402
141 C 2.527 -4.016 5.223  O140 1.402, H149 1.090, H150 1.090, H151 1.090
142 N 2.631 -5.385 9.042  C138 1.432, H152 1.010, H153 1.010
143 H 2.693 -7.934 9.045  C137 1.090
144 H 2.731 -8.356 7.375  C137 1.090
145 H 1.245 -7.863 8.001  C137 1.090
146 H 3.574 -6.232 7.334  C138 1.090
147 H 0.583 -5.474 7.260  C139 1.090
148 H 1.538 -6.201 6.040  C139 1.090
149 H 3.113 -4.850 4.837  C141 1.090
150 H 3.157 -3.150 5.024  C141 1.090
151 H 1.824 -3.858 4.405  C141 1.090
152 H 1.856 -5.809 9.532  N142 1.010
153 H 2.470 -4.423 8.779  N142 1.010
154 C 1.405 2.453 0.892  C155 1.496, H160 1.090, H161 1.090, H162 1.090
155 C 1.896 1.429 -0.082  C154 1.496, C156 1.532, N159 1.470, H163 1.090
156 C 1.129 1.260 -1.398  C155 1.532, O157 1.419, H164 1.090, H165 1.090
157 O -0.066 0.599 -1.011  C156 1.419, C158 1.433
158 C -1.006 0.544 -2.092  O157 1.433, H166 1.090, H167 1.090, H168 1.090
159 N 3.322 1.741 -0.253  C155 1.470, H169 1.010, H170 1.010
160 H 0.395 2.255 1.251  C154 1.090
161 H 1.304 3.425 0.411  C154 1.090
162 H 2.013 2.692 1.765  C154 1.090
163 H 1.988 0.415 0.305  C155 1.090
164 H 1.615 0.554 -2.071  C156 1.090
165 H 0.921 2.217 -1.876  C156 1.090
166 H -2.025 0.854 -1.862  C158 1.090
167 H -1.087 -0.463 -2.500  C158 1.090
168 H -0.717 1.162 -2.942  C158 1.090
169 H 3.481 2.645 -0.674  N159 1.010
170 H 3.696 1.850 0.679  N159 1.010
171 C -3.469 4.645 7.974  C172 1.339, C177 1.434, H181 1.080
172 C -3.815 3.516 7.344  C171 1.339, C173 1.559, O180 1.317
173 C -5.235 2.882 7.462  C172 1.559, O174 1.185, C175 1.502
174 O -5.564 1.866 6.947  C173 1.185
175 C -6.169 3.691 8.316  C173 1.502, C176 1.386, H182 1.080
176 C -5.711 4.835 8.949  C175 1.386, C177 1.515, O179 1.341
177 C -4.331 5.440 8.800  C171 1.434, C176 1.515, O178 1.208
178 O -3.999 6.477 9.325  C177 1.208
179 O -6.466 5.519 9.822  C176 1.341, H183 0.960
180 O -2.949 2.864 6.595  C172 1.317, H184 0.960
181 H -2.418 4.895 7.996  C171 1.080
182 H -7.121 3.229 8.532  C175 1.080
183 H -5.947 6.249 10.168  O179 0.960
184 H -3.223 1.971 6.376  O180 0.960
185 C 8.927 -2.198 -2.968  C186 1.335, C191 1.491, H195 1.080
186 C 7.864 -1.389 -2.969  C185 1.335, C187 1.557, O194 1.343
187 C 7.537 -0.487 -4.195  C186 1.557, O188 1.258, C189 1.447
188 O 6.567 0.313 -4.232  C187 1.258
189 C 8.470 -0.823 -5.249  C187 1.447, C190 1.309, H196 1.080
190 C 9.554 -1.557 -5.217  C189 1.309, C191 1.491, O193 1.358
191 C 10.039 -2.199 -3.961  C185 1.491, C190 1.491, O192 1.252
192 O 11.143 -2.777 -3.847  C191 1.252
193 O 10.327 -1.765 -6.314  C190 1.358, H197 0.960
194 O 6.890 -1.486 -2.050  C186 1.343, H198 0.960
195 H 9.275 -2.735 -2.099  C185 1.080
196 H 8.254 -0.430 -6.231  C189 1.080
197 H 11.077 -2.332 -6.119  O193 0.960
198 H 6.400 -0.661 -2.084  O194 0.960

## Properties
**Net charge**: 0
**HOMO**: -0.32379 Eh
**Maximum force**: 3.91 eV Å⁻¹